No. 1
19
Properties=species:S:1:pos:R:3:forces:R:3:lowdin_charge:R:1 method="wB97M-V/def2-TZVPD" gap_ha="0.272 / 0.272" max_force_ha_per_bohr=0.0800 spin_multiplicity=1 energy_ev=-18721.2698 e_above_lowest_kcal_mol=97.4
C 0.973 -0.175 0.075 -1.3 3.4 0.6 -0.22
C 0.498 2.313 0.292 1.6 -3.3 -1.0 -0.02
C -2.589 -0.277 -0.403 1.7 1.0 3.6 -0.63
C -3.170 0.828 0.461 1.0 -1.1 -0.5 -0.16
C 2.633 -1.536 -0.846 2.3 -1.1 -1.1 -0.13
C 1.822 -1.305 0.385 -0.1 0.1 0.2 -0.31
N 0.846 1.026 0.265 -0.1 -0.7 -0.5 -0.01
S -1.379 -1.206 0.115 -0.4 -0.4 -0.1 0.78
H -0.300 2.561 0.907 -1.1 0.7 1.0 0.02
H 0.877 2.876 -0.532 0.1 0.6 -0.1 0.04
H -2.820 -0.353 -1.374 -1.4 -0.2 -3.5 -0.01
H -2.447 1.102 1.176 1.1 -0.1 1.2 0.03
H -3.971 0.423 1.027 -1.3 0.1 0.2 0.06
H -3.302 1.767 -0.006 -1.1 0.7 -1.1 0.06
H 1.984 -1.572 -1.781 1.0 -0.3 1.2 0.10
H 3.308 -2.498 -0.659 -1.5 1.9 -0.9 0.12
H 3.356 -0.673 -0.936 -0.7 -0.9 -0.2 0.09
H 2.472 -1.144 1.216 0.5 0.2 0.8 0.11
H 1.207 -2.157 0.616 -0.4 -0.4 0.0 0.08



No. 2
18
Properties=species:S:1:pos:R:3:forces:R:3:lowdin_charge:R:1 method="wB97M-V/def2-TZVPD" gap_ha=0.213 max_force_ha_per_bohr=0.0448 charge=-1 spin_multiplicity=1 energy_ev=-8446.1513 e_above_lowest_kcal_mol=16.6 smiles="C=CCCCC[O-]"
C -2.615 1.358 0.423 2.1 0.7 -0.3 -0.03
C -1.524 1.186 -0.340 -0.5 -0.7 0.0 -0.21
C -1.044 -0.136 -0.879 -0.8 -0.5 -0.9 -0.26
C 0.449 -0.468 -0.899 -0.2 -0.7 1.1 -0.25
C 1.006 -0.279 0.543 1.3 1.3 -1.4 -0.21
C 2.427 -0.983 0.792 -1.1 0.6 0.9 -0.57
O 2.692 -1.049 2.104 0.2 -0.2 -0.1 -0.39
H -3.065 0.561 0.983 -0.4 -0.2 0.0 0.04
H -2.748 2.401 0.669 -0.8 0.0 0.3 0.03
H -1.046 2.073 -0.755 0.1 -0.1 0.1 0.10
H -1.473 -0.109 -1.909 0.3 -0.3 0.2 0.11
H -1.571 -0.955 -0.365 0.0 0.3 0.0 0.11
H 0.943 0.054 -1.725 0.3 0.4 0.5 0.10
H 0.645 -1.536 -1.117 -0.6 0.2 -0.2 0.09
H 0.315 -0.580 1.334 -0.1 -0.5 -0.3 0.09
H 1.059 0.838 0.647 0.4 -0.7 0.4 0.10
H 2.365 -1.993 0.267 0.0 0.3 0.0 0.07
H 3.186 -0.384 0.227 0.0 0.0 -0.4 0.07



No. 3
18
Properties=species:S:1:pos:R:3:forces:R:3:lowdin_charge:R:1 method="wB97M-V/def2-TZVPD" gap_ha=0.164 max_force_ha_per_bohr=0.1056 charge=-1 spin_multiplicity=1 energy_ev=-8440.9786 e_above_lowest_kcal_mol=135.9
C 2.293 -0.336 -0.451 0.2 1.7 -0.5 -0.59
O 3.506 -0.528 0.072 -0.4 -0.7 0.0 -0.36
C 1.159 -0.049 0.594 1.2 -1.0 0.5 -0.25
C -0.049 0.731 0.123 -0.5 1.4 0.1 -0.26
C -1.171 -0.113 -0.515 1.6 -3.5 3.9 -0.23
C -2.500 0.214 -0.713 -0.7 0.7 0.0 -0.05
C -3.356 0.228 0.509 0.4 0.0 0.1 -0.18
H 1.861 -1.095 -1.159 0.2 -0.5 0.1 0.07
H 2.278 0.576 -1.126 -0.1 0.2 -0.1 0.07
H 0.966 -1.065 0.958 -0.8 0.2 0.2 0.08
H 1.671 0.416 1.455 -0.2 0.4 -0.5 0.10
H -0.472 1.391 0.898 -0.1 -0.5 0.1 0.10
H 0.272 1.488 -0.598 0.2 -0.2 -0.5 0.10
H -1.148 -1.089 0.898 -0.5 1.3 -2.0 0.16
H -0.681 -0.967 -0.983 -0.4 0.6 -1.2 0.08
H -2.799 -0.326 1.277 -0.3 0.0 0.3 0.02
H -4.341 -0.221 0.343 0.1 0.0 -0.2 0.06
H -3.566 1.253 0.874 0.2 -0.2 -0.5 0.08



No. 4
18
Properties=species:S:1:pos:R:3:forces:R:3:lowdin_charge:R:1 method="wB97M-V/def2-TZVPD" gap_ha="0.258 / 0.254" max_force_ha_per_bohr=0.0872 spin_multiplicity=2 energy_ev=-8437.7989 e_above_lowest_kcal_mol=192.0
C -2.643 0.405 0.091 0.9 1.2 0.9 -0.36
O -3.483 0.162 -0.938 -0.4 0.3 0.3 0.04
C -1.378 -0.400 -0.048 0.8 -0.4 -2.2 -0.25
C -0.242 -0.264 0.950 1.0 -1.2 -0.4 -0.22
C 0.818 0.683 0.346 -2.6 3.6 -0.9 -0.29
C 2.181 0.514 0.514 0.5 -1.3 -2.6 -0.01
C 2.805 -0.558 -0.472 1.9 -0.1 1.4 -0.16
H -2.320 1.526 0.015 -0.7 -1.3 0.0 0.17
H -3.033 0.304 1.123 -0.6 0.1 -0.4 0.12
H -0.869 0.070 -0.921 -1.0 -1.1 -0.1 0.05
H -1.620 -1.474 -0.288 0.2 1.1 0.4 0.14
H 0.166 -1.306 1.122 -0.2 1.3 0.2 0.13
H -0.545 0.202 1.886 0.0 -0.2 0.2 0.11
H 0.695 0.921 -1.509 0.3 -0.6 1.4 0.18
H 0.215 1.807 0.268 2.4 -2.8 1.0 0.15
H 2.189 -0.865 -1.329 -0.1 0.3 0.5 0.04
H 3.834 -0.258 -0.870 -1.5 0.5 0.4 0.08
H 3.228 -1.469 0.060 -1.0 0.8 -0.1 0.08



No. 5
19
Properties=species:S:1:pos:R:3:forces:R:3:lowdin_charge:R:1 method="wB97M-V/def2-TZVPD" gap_ha=0.285 max_force_ha_per_bohr=0.0253 charge=-1 spin_multiplicity=1 energy_ev=-10496.9786 e_above_lowest_kcal_mol=2.4 smiles="CCCCCC(=O)[O-]"
C 2.501 -0.502 1.220 -0.2 -0.2 -0.3 -0.12
C 1.399 -1.201 0.439 -0.5 -0.2 -0.2 -0.26
C -0.014 -1.082 1.021 0.1 0.4 0.0 -0.23
C -0.428 0.365 1.305 -0.1 -0.1 0.4 -0.23
C -0.586 1.260 0.073 -0.5 -0.4 -0.3 -0.14
C -1.134 0.631 -1.256 0.9 -0.8 0.4 -0.74
O -1.889 -0.367 -1.136 -0.2 0.5 -0.2 -0.09
O -0.642 1.139 -2.287 -0.5 0.0 -0.1 -0.10
H 3.481 -0.744 0.805 0.1 0.0 0.1 0.06
H 2.376 0.574 1.154 0.0 0.2 0.1 0.06
H 2.456 -0.804 2.268 0.2 0.1 0.1 0.07
H 1.618 -2.259 0.308 0.2 -0.2 0.2 0.09
H 1.327 -0.828 -0.586 0.2 0.3 0.0 0.11
H -0.166 -1.672 1.935 0.3 0.0 0.0 0.10
H -0.704 -1.431 0.264 -0.2 -0.3 0.0 0.08
H 0.317 0.823 1.976 -0.2 0.0 0.0 0.09
H -1.355 0.331 1.897 0.1 0.0 -0.3 0.10
H 0.342 1.729 -0.211 0.4 0.2 0.0 0.08
H -1.300 2.036 0.301 -0.1 0.6 0.2 0.09



No. 6
19
Properties=species:S:1:pos:R:3:forces:R:3:lowdin_charge:R:1 method="wB97M-V/def2-TZVPD" gap_ha=0.328 max_force_ha_per_bohr=0.0878 spin_multiplicity=1 energy_ev=-26520.8377 e_above_lowest_kcal_mol=73.2 smiles="C#CCC[P@@H](=S)CC"
C 0.549 2.964 -1.039 -2.5 -1.7 0.6 0.13
C -0.164 2.204 -0.356 3.4 2.4 -1.7 -0.18
C -0.509 1.586 0.916 -0.9 -0.4 0.3 -0.27
C 0.397 0.441 1.365 1.9 2.1 -1.2 -0.33
P 1.065 -0.500 -0.078 0.9 -2.0 2.0 0.32
S 2.902 -0.857 0.322 1.3 0.0 -0.1 0.17
C 0.049 -1.948 -0.114 -1.0 -0.6 -1.5 -0.43
C -1.186 -1.690 -1.001 1.2 3.6 0.1 -0.15
H 0.870 3.634 -1.830 0.0 -0.5 0.6 0.04
H -0.441 2.500 1.556 -0.9 -1.3 0.3 0.14
H -1.442 1.016 0.794 -0.6 1.3 0.5 0.10
H 1.331 0.833 1.764 0.3 0.5 -0.5 0.05
H 0.141 -0.110 2.247 -1.2 -1.0 -0.1 0.09
H 0.819 -0.317 -1.407 -0.2 1.7 -0.8 0.00
H 0.576 -2.859 -0.423 0.0 0.4 0.2 0.09
H -0.518 -2.067 0.757 0.3 -0.8 2.1 0.06
H -1.000 -1.167 -1.979 -0.1 -0.6 0.8 0.08
H -1.583 -2.610 -1.121 -1.9 -2.7 -0.8 0.02
H -1.856 -1.051 -0.375 0.1 -0.4 -0.9 0.08



No. 7
18
Properties=species:S:1:pos:R:3:forces:R:3:lowdin_charge:R:1 method="wB97M-V/def2-TZVPD" gap_ha=0.364 max_force_ha_per_bohr=0.0052 spin_multiplicity=1 energy_ev=-6410.5666 e_above_lowest_kcal_mol=147.0
C 0.014 0.203 1.706 0.0 0.0 0.0 -0.06
C 0.366 0.096 0.224 0.2 0.0 0.1 -0.51
C 1.863 0.254 -0.004 0.0 0.0 0.0 -0.06
C -0.350 -1.031 -0.545 0.1 0.1 -0.1 -0.20
C -1.412 -0.170 -0.928 0.0 0.0 0.2 -0.22
C -0.577 1.070 -0.646 -0.1 0.3 -0.1 -0.09
H 0.314 1.181 2.102 0.0 -0.1 -0.1 0.08
H -1.062 0.080 1.871 0.1 0.0 0.0 0.09
H 0.536 -0.568 2.285 -0.1 0.1 -0.1 0.08
H 2.210 1.232 0.353 0.0 -0.1 0.0 0.08
H 2.114 0.176 -1.068 -0.1 0.0 0.2 0.08
H 2.426 -0.516 0.538 -0.1 0.1 -0.1 0.08
H 0.249 -1.569 -1.274 -0.1 0.0 0.1 0.09
H -1.386 -2.087 -0.851 -0.1 0.0 -0.1 0.12
H -2.406 -0.226 -0.501 0.1 -0.1 -0.1 0.08
H -1.852 -1.478 -1.638 0.0 -0.1 0.1 0.13
H -1.040 1.913 -0.119 0.1 -0.1 -0.1 0.10
H -0.007 1.439 -1.506 -0.1 -0.1 0.1 0.11



No. 8
18
Properties=species:S:1:pos:R:3:forces:R:3:lowdin_charge:R:1 method="wB97M-V/def2-TZVPD" gap_ha=0.393 max_force_ha_per_bohr=0.0513 spin_multiplicity=1 energy_ev=-6415.7704 e_above_lowest_kcal_mol=27.0 smiles="C=CCC(C)C"
C -2.769 0.082 0.268 0.0 -0.3 -2.6 0.01
C -1.697 -0.225 -0.504 -2.1 0.0 1.4 -0.20
C -0.459 -0.750 0.096 0.8 1.0 0.0 -0.22
C 0.817 -0.020 -0.399 -0.5 0.5 -1.1 -0.46
C 1.991 -0.792 0.120 1.0 -0.5 0.4 -0.11
C 0.889 1.437 0.039 -0.3 1.4 1.2 -0.10
H -2.701 0.019 1.325 0.0 0.0 0.8 0.04
H -3.771 0.286 -0.195 1.1 0.0 0.6 0.07
H -1.779 -0.245 -1.579 -0.1 0.2 -0.3 0.10
H -0.498 -0.607 1.172 -0.1 -0.1 0.3 0.11
H -0.398 -1.825 -0.081 0.2 0.0 -0.2 0.12
H 0.760 0.038 -1.548 0.4 -0.5 1.5 0.16
H 2.072 -0.741 1.240 -0.4 -0.2 -0.9 0.10
H 2.976 -0.470 -0.234 -0.2 0.2 -0.2 0.08
H 1.870 -1.821 -0.219 0.2 -0.2 0.4 0.07
H 1.752 2.001 -0.365 -0.1 -0.7 0.1 0.08
H 0.026 2.021 -0.309 0.0 -0.3 0.1 0.07
H 0.921 1.613 1.174 0.0 -0.6 -1.4 0.10



No. 9
18
Properties=species:S:1:pos:R:3:forces:R:3:lowdin_charge:R:1 method="wB97M-V/def2-TZVPD" gap_ha=0.358 max_force_ha_per_bohr=0.0404 spin_multiplicity=1 energy_ev=-6413.7773 e_above_lowest_kcal_mol=72.9 smiles=C[C@H]1[C@@H](C)[C@H]1C
C 1.557 0.035 -0.174 0.1 0.0 0.1 -0.09
C 0.331 -0.850 -0.003 0.3 -0.3 -0.1 -0.33
C -0.848 -0.355 -0.823 -0.1 0.0 0.1 -0.21
C -0.768 0.695 -1.938 0.0 0.0 0.2 -0.07
C -0.836 -0.280 0.738 0.0 -0.2 0.2 -0.27
C -0.222 0.230 2.036 0.2 0.1 0.2 -0.08
H 2.202 -0.016 0.708 0.0 0.0 -0.1 0.07
H 1.343 1.092 -0.372 -0.1 -0.3 0.1 0.07
H 2.122 -0.348 -1.031 0.1 0.1 0.1 0.08
H 0.643 -1.748 0.590 -0.5 -0.4 -2.0 0.15
H -1.622 -1.080 -1.074 0.2 0.0 0.1 0.12
H -0.403 0.259 -2.881 0.0 -0.1 0.4 0.08
H -0.135 1.554 -1.711 -0.1 -0.2 0.1 0.06
H -1.773 1.083 -2.150 0.2 -0.1 0.2 0.07
H -1.555 -1.058 1.011 0.3 0.0 0.1 0.12
H 0.451 1.083 1.947 -0.2 0.1 0.0 0.07
H 0.428 -0.668 2.258 -0.5 1.1 0.6 0.09
H -0.916 0.373 2.870 0.0 0.2 -0.2 0.07



No. 10
18
Properties=species:S:1:pos:R:3:forces:R:3:lowdin_charge:R:1 method="wB97M-V/def2-TZVPD" gap_ha=0.419 max_force_ha_per_bohr=0.0431 spin_multiplicity=1 energy_ev=-6415.5238 e_above_lowest_kcal_mol=32.7 smiles=CC(C)C1CC1
C -1.447 -1.264 0.063 0.2 0.1 0.3 -0.08
C -0.658 0.004 -0.285 0.1 0.3 0.5 -0.46
C -1.456 1.278 0.013 -0.4 0.8 0.0 -0.09
C 0.669 -0.010 0.436 0.3 0.2 1.2 -0.31
C 1.925 0.732 -0.032 -0.4 0.4 -0.5 -0.13
C 1.821 -0.763 -0.158 1.3 -0.5 0.8 -0.14
H -0.931 -2.157 -0.271 0.3 -0.2 0.0 0.07
H -1.583 -1.374 1.172 -0.1 0.3 -1.0 0.10
H -2.391 -1.252 -0.479 -0.3 0.0 0.3 0.07
H -0.416 0.052 -1.341 -0.1 -0.3 -0.5 0.13
H -1.942 1.275 1.049 0.5 -0.1 -1.5 0.09
H -0.683 2.111 0.039 -1.3 -0.6 -0.3 0.08
H -2.260 1.414 -0.825 1.4 0.1 1.7 0.10
H 0.501 -0.029 1.546 0.5 -0.3 -1.0 0.15
H 2.691 1.119 0.642 -0.6 -0.1 0.2 0.09
H 1.849 1.354 -0.937 -0.1 -0.5 0.3 0.10
H 2.497 -1.316 0.539 -0.7 0.4 -0.7 0.11
H 1.814 -1.173 -1.170 -0.5 0.0 0.4 0.10



No. 11
18
Properties=species:S:1:pos:R:3:forces:R:3:lowdin_charge:R:1 method="wB97M-V/def2-TZVPD" gap_ha=0.405 max_force_ha_per_bohr=0.0555 spin_multiplicity=1 energy_ev=-6414.9443 e_above_lowest_kcal_mol=46.0 smiles=CCC1CCC1
C -2.309 -0.267 -0.323 -0.1 0.0 0.0 -0.11
C -1.213 0.320 0.555 -0.2 0.1 0.1 -0.25
C 0.109 0.384 -0.146 -0.3 0.0 0.1 -0.40
C 1.316 0.925 0.599 -0.1 0.1 0.0 -0.17
C 2.189 -0.078 -0.176 -0.9 -1.4 0.0 -0.14
C 0.833 -0.941 -0.418 0.2 -0.2 0.5 -0.14
H -2.436 0.326 -1.237 0.0 -0.1 0.1 0.08
H -2.074 -1.296 -0.625 0.0 0.2 0.1 0.07
H -3.262 -0.281 0.210 0.0 0.0 -0.1 0.07
H -1.475 1.331 0.886 -0.2 -0.1 0.0 0.11
H -1.074 -0.293 1.455 -0.1 0.1 0.0 0.11
H 0.044 0.962 -1.083 -0.2 -0.3 0.1 0.15
H 1.440 2.015 0.641 0.4 -0.3 -0.3 0.11
H 1.277 0.564 1.641 0.1 0.1 -0.2 0.12
H 3.068 -0.431 0.379 -0.3 -0.4 -0.6 0.10
H 2.236 -0.150 -1.244 1.7 2.2 -0.7 0.08
H 0.747 -1.740 0.310 -0.6 0.0 0.4 0.10
H 0.584 -1.352 -1.424 0.8 0.1 0.6 0.11



No. 12
18
Properties=species:S:1:pos:R:3:forces:R:3:lowdin_charge:R:1 method="wB97M-V/def2-TZVPD" gap_ha=0.404 max_force_ha_per_bohr=0.0106 spin_multiplicity=1 energy_ev=-6415.7433 e_above_lowest_kcal_mol=27.6 smiles=CC[C@H]1C[C@H]1C
C -1.635 1.301 -0.155 0.1 0.1 0.0 -0.10
C -0.948 0.561 1.001 0.1 0.0 0.1 -0.22
C 0.527 0.451 0.677 0.0 0.2 -0.2 -0.29
C 1.497 -0.683 0.895 0.1 -0.1 0.1 -0.08
C 1.064 -0.306 -0.494 0.3 0.0 -0.2 -0.34
C 0.333 -1.349 -1.289 0.0 0.0 -0.1 -0.08
H -1.084 2.231 -0.316 -0.1 0.1 -0.1 0.07
H -1.525 0.726 -1.089 -0.3 0.2 0.3 0.06
H -2.687 1.580 0.027 0.4 -0.4 -0.1 0.07
H -1.427 -0.403 1.216 0.2 0.1 -0.1 0.11
H -1.009 1.159 1.914 -0.3 -0.1 0.1 0.10
H 1.016 1.426 0.712 -0.2 -0.1 0.2 0.13
H 1.120 -1.644 1.238 -0.1 0.2 0.0 0.10
H 2.514 -0.492 1.226 -0.2 0.2 0.0 0.10
H 1.731 0.305 -1.093 0.3 -0.3 0.0 0.13
H 1.095 -2.057 -1.644 -0.4 0.0 -0.1 0.08
H -0.186 -0.909 -2.149 0.1 -0.2 0.1 0.07
H -0.395 -1.898 -0.679 0.1 0.1 -0.1 0.08



No. 13
18
Properties=species:S:1:pos:R:3:forces:R:3:lowdin_charge:R:1 method="wB97M-V/def2-TZVPD" gap_ha=0.374 max_force_ha_per_bohr=0.0469 spin_multiplicity=1 energy_ev=-6415.4049 e_above_lowest_kcal_mol=35.4 smiles="C=C(C)C(C)C"
C -1.788 1.029 -0.347 -0.6 0.9 -1.6 0.03
C -0.861 0.132 0.023 -2.4 0.3 -0.2 -0.38
C -1.275 -1.208 0.631 0.4 -0.1 0.1 -0.06
C 0.528 0.510 -0.251 1.1 -1.8 -0.5 -0.48
C 1.236 -0.577 -1.104 -0.2 -0.8 -1.4 -0.08
C 1.319 0.727 1.008 1.5 0.1 1.1 -0.09
H -2.910 0.935 -0.433 1.4 -0.3 0.7 0.08
H -1.434 1.946 -0.910 -0.4 -1.0 0.9 0.07
H -0.427 -1.791 1.082 -0.6 0.4 -0.8 0.08
H -1.830 -1.783 -0.160 0.6 0.2 1.0 0.10
H -1.926 -1.015 1.492 -0.2 -0.1 -0.4 0.07
H 0.511 1.426 -0.807 0.0 0.5 -0.4 0.11
H 1.153 -1.616 -0.691 0.2 1.0 0.2 0.08
H 2.300 -0.332 -1.257 -0.3 -0.1 0.3 0.07
H 0.832 -0.732 -2.159 0.1 0.7 1.3 0.09
H 0.675 1.264 1.775 1.1 -0.5 -0.8 0.10
H 2.213 1.382 0.665 -1.2 -1.2 1.2 0.11
H 1.684 -0.298 1.441 -0.5 2.0 -0.6 0.11